Molecular formula: C23H34N4O3
Method: DFT, ωB97M-V/def2-TZVPD

Calculated values
Net charge: 0
E_tot (eV): -36507.77563
HOMO level (eV): -8.02
Frontier orbital gap (eV): 8.816
Maximum force (eV/A): 0.6

Each line ends with the Mulliken charge.
Element x y z (Å)
C -0.069 -3.171 -2.489  -1.261
C 1.243 -2.921 -1.761  -0.252
O 0.918 -2.393 -0.492  -0.358
C 1.920 -1.998 0.350  0.653
C 3.270 -2.236 0.159  -0.551
C 4.193 -1.791 1.096  -0.767
C 3.771 -1.119 2.225  -0.745
C 2.422 -0.863 2.424  -0.559
C 1.491 -1.283 1.489  0.428
N 0.128 -0.991 1.550  0.423
C -0.518 -0.231 2.485  -0.017
O -0.081 0.035 3.588  -0.730
N -1.735 0.272 2.101  0.093
C -2.476 0.115 0.857  1.901
C -1.554 0.303 -0.368  -0.529
O -1.591 -0.503 -1.286  -0.639
N -0.745 1.380 -0.438  0.399
C -0.496 2.429 0.529  -0.998
C 0.971 2.428 0.983  -0.370
N 1.824 2.497 -0.177  -0.219
C 3.252 2.475 0.076  -0.594
C 3.872 2.061 -1.271  -0.656
C 2.682 1.595 -2.127  -0.705
C 1.579 1.396 -1.093  2.075
C 0.143 1.493 -1.587  -1.895
C -3.590 1.178 0.825  -1.440
C -4.541 0.971 -0.350  -0.542
C -5.217 -0.390 -0.247  -0.887
C -4.158 -1.484 -0.272  -0.506
C -3.130 -1.286 0.840  -1.074
H 0.123 -3.439 -3.524  0.441
H -0.616 -3.977 -2.007  0.346
H -0.678 -2.272 -2.450  0.166
H 1.809 -3.857 -1.651  0.324
H 1.860 -2.200 -2.316  0.317
H 3.613 -2.767 -0.714  0.365
H 5.243 -1.981 0.934  0.428
H 4.488 -0.781 2.958  0.410
H 2.083 -0.333 3.299  0.497
H -0.367 -1.274 0.715  -0.080
H -2.245 0.676 2.874  0.363
H -0.706 3.388 0.039  0.348
H -1.132 2.320 1.402  0.694
H 1.175 1.531 1.590  0.076
H 1.148 3.308 1.607  0.433
H 3.581 3.462 0.408  0.455
H 3.508 1.741 0.858  0.105
H 4.588 1.253 -1.124  0.328
H 4.392 2.893 -1.742  0.336
H 2.898 0.687 -2.685  0.238
H 2.385 2.376 -2.827  0.424
H 1.717 0.422 -0.588  -1.024
H -0.017 2.464 -2.065  0.536
H -0.093 0.691 -2.286  0.282
H -3.160 2.178 0.775  0.239
H -4.159 1.101 1.757  0.620
H -5.289 1.768 -0.349  0.469
H -3.985 1.030 -1.287  0.218
H -5.912 -0.527 -1.076  0.407
H -5.788 -0.445 0.684  0.337
H -3.646 -1.469 -1.234  0.227
H -4.624 -2.463 -0.149  0.447
H -3.616 -1.421 1.810  0.374
H -2.357 -2.050 0.746  0.176



Molecular formula: C23H34N4O3
Method: DFT, ωB97M-V/def2-TZVPD

Calculated values
Net charge: 0
E_tot (eV): -36505.72028
HOMO level (eV): -8.04
Frontier orbital gap (eV): 8.824
Maximum force (eV/A): 0.8

Each line ends with the Mulliken charge.
Element x y z (Å)
C -0.959 3.448 -3.055  -0.636
O -2.058 2.831 -2.422  -0.517
C -1.895 2.004 -1.354  0.412
C -3.087 1.664 -0.718  -1.007
C -3.127 0.812 0.365  -0.346
C -1.939 0.291 0.860  -0.409
C -1.852 -0.662 1.997  -0.231
O -0.839 -0.797 2.664  -0.741
N -2.979 -1.378 2.230  -0.058
C -3.014 -2.473 3.173  0.117
C -4.312 -2.416 3.974  -1.608
C -2.876 -3.823 2.454  -0.907
C -1.566 -3.953 1.678  -0.817
N -1.587 -3.202 0.447  0.747
C -0.519 -2.704 -0.203  -0.296
C -0.986 -2.110 -1.353  -0.555
C -2.370 -2.304 -1.304  -0.560
N -2.715 -2.968 -0.216  -0.892
C -0.740 0.647 0.252  0.122
C -0.685 1.473 -0.860  1.055
O 0.471 1.779 -1.524  -0.578
C 1.716 1.278 -1.065  0.017
C 2.703 1.410 -2.223  -0.908
C 4.087 0.947 -1.776  -0.648
N 4.534 1.763 -0.666  0.194
C 5.956 1.698 -0.358  0.244
C 6.499 0.285 -0.105  -1.394
C 6.765 2.395 -1.454  -1.595
C 3.660 1.582 0.474  -0.885
C 2.255 2.070 0.126  -0.627
H -0.351 4.012 -2.345  0.256
H -1.400 4.133 -3.780  0.341
H -0.328 2.724 -3.574  0.192
H -3.993 2.093 -1.117  0.467
H -4.075 0.592 0.831  0.535
H -3.697 -1.384 1.522  0.453
H -2.156 -2.324 3.839  0.408
H -5.167 -2.561 3.318  0.347
H -4.322 -3.193 4.734  0.410
H -4.407 -1.450 4.463  0.403
H -3.704 -3.948 1.754  0.360
H -2.922 -4.621 3.196  0.497
H -1.391 -5.011 1.442  0.423
H -0.731 -3.586 2.281  0.335
H 0.472 -2.800 0.193  0.535
H -0.423 -1.606 -2.110  0.478
H -3.118 -1.988 -2.004  0.484
H 0.157 0.228 0.679  0.538
H 1.617 0.215 -0.801  0.165
H 2.748 2.456 -2.526  0.276
H 2.363 0.816 -3.073  0.437
H 4.787 1.058 -2.604  0.470
H 4.033 -0.124 -1.506  0.309
H 6.080 2.280 0.563  0.350
H 5.922 -0.215 0.670  0.356
H 6.459 -0.312 -1.013  0.292
H 7.533 0.343 0.222  0.463
H 7.776 2.582 -1.101  0.469
H 6.299 3.343 -1.708  0.377
H 6.828 1.784 -2.350  0.348
H 4.048 2.167 1.311  0.507
H 3.601 0.525 0.794  0.292
H 1.600 1.967 0.992  0.454
H 2.298 3.124 -0.152  0.276



Molecular formula: C23H34N4O3S
Method: DFT, ωB97M-V/def2-TZVPD

Calculated values
Net charge: 0
E_tot (eV): -47342.78547
HOMO level (eV): -7.82
Frontier orbital gap (eV): 8.431
Maximum force (eV/A): 2.0

Each line ends with the Mulliken charge.
Element x y z (Å)
O -2.390 4.702 1.641  -0.657
C -1.226 4.876 1.980  0.595
C -0.569 6.172 1.488  -0.718
C -1.315 7.393 2.033  -0.636
S -1.066 7.507 3.851  -0.252
N -0.633 4.013 2.904  0.269
C -1.440 3.004 3.608  -1.181
C -1.286 1.639 2.927  -0.357
C 0.171 1.388 2.644  0.796
C 1.142 2.361 2.669  -0.197
N 2.350 1.740 2.345  -0.034
C 2.157 0.383 2.105  -0.769
C 3.003 -0.668 1.741  -0.871
C 2.464 -1.954 1.572  -0.482
C 1.090 -2.183 1.764  -0.602
C 0.242 -1.126 2.122  -0.382
C 0.805 0.139 2.288  0.763
C 0.823 3.808 2.961  -0.773
H -0.598 6.177 0.395  0.350
H 0.474 6.243 1.793  0.280
H -0.936 8.303 1.555  0.406
H -2.384 7.318 1.804  0.363
H -1.895 8.529 4.160  0.126
H -2.498 3.280 3.655  0.447
H -1.089 2.930 4.643  0.380
H -1.847 1.623 1.987  0.279
H -1.687 0.856 3.577  0.430
H 3.248 2.214 2.270  0.208
H 4.064 -0.494 1.595  0.362
H 3.114 -2.778 1.290  0.479
H 0.680 -3.178 1.628  0.397
H -0.824 -1.279 2.259  0.339
H 1.353 4.412 2.223  0.439
H 1.198 4.083 3.953  0.186
C -1.341 -5.369 -0.634  -0.838
N -1.944 -4.072 -0.329  -0.074
C -1.811 -2.935 -1.019  -0.075
O -2.383 -1.925 -0.626  -0.724
C -0.917 -2.887 -2.274  0.096
C 0.539 -2.564 -1.879  -0.411
C 1.595 -2.763 -2.981  0.785
C 2.930 -2.188 -2.506  -1.500
C 1.812 -4.243 -3.308  -1.468
N -1.415 -1.882 -3.222  -0.167
C -1.435 -2.020 -4.547  0.747
C -2.013 -0.870 -5.339  -1.306
O -1.020 -3.015 -5.127  -0.637
H -1.708 -5.736 -1.594  0.322
H -0.254 -5.282 -0.673  0.214
H -1.607 -6.091 0.140  0.343
H -2.549 -4.007 0.476  0.328
H -0.954 -3.866 -2.748  0.513
H 0.572 -1.525 -1.544  0.295
H 0.821 -3.183 -1.028  -0.071
H 1.302 -2.229 -3.884  0.223
H 2.813 -1.129 -2.279  0.399
H 3.677 -2.296 -3.292  0.441
H 3.266 -2.711 -1.611  0.251
H 2.602 -4.339 -4.052  0.447
H 0.901 -4.664 -3.731  0.313
H 2.091 -4.794 -2.410  0.296
H -1.816 -1.048 -2.820  0.261
H -1.986 -1.122 -6.398  0.336
H -3.042 -0.700 -5.030  0.348
H -1.419 0.024 -5.161  0.326



Molecular formula: C23H34N4O5
Method: DFT, ωB97M-V/def2-TZVPD

Calculated values
Net charge: 0
E_tot (eV): -40599.88767
HOMO level (eV): -8.57
Frontier orbital gap (eV): 9.123
Maximum force (eV/A): 1.6

Each line ends with the Mulliken charge.
Element x y z (Å)
C -2.083 2.545 1.513  -0.657
N -3.060 2.079 0.527  -0.075
C -3.283 0.827 0.109  -0.201
O -4.204 0.634 -0.674  -0.730
C -2.469 -0.349 0.693  1.818
C -2.692 -1.696 -0.025  -1.418
C -1.916 -2.849 0.599  -0.052
C -0.554 -3.029 0.292  -0.365
C 0.197 -4.025 0.949  -0.570
C -0.422 -4.853 1.911  0.928
O 0.293 -5.808 2.563  -0.564
C -1.793 -4.693 2.197  -0.824
C -2.538 -3.694 1.541  -0.393
N -2.729 -0.525 2.129  0.092
C -1.795 -0.490 3.080  0.627
C -2.239 -0.885 4.469  -1.470
O -0.633 -0.149 2.888  -0.613
H -1.154 1.979 1.440  0.068
H -1.858 3.597 1.337  0.362
H -2.488 2.429 2.520  0.264
H -3.649 2.772 0.092  0.291
H -1.420 -0.097 0.557  -0.967
H -2.392 -1.589 -1.068  0.429
H -3.756 -1.938 -0.010  0.545
H -0.082 -2.387 -0.438  0.557
H 1.244 -4.150 0.720  0.283
H 1.215 -5.811 2.305  0.283
H -2.257 -5.340 2.926  0.429
H -3.586 -3.565 1.774  0.414
H -3.660 -0.800 2.393  0.328
H -3.102 -0.289 4.761  0.362
H -2.495 -1.944 4.471  0.332
H -1.418 -0.710 5.163  0.354
C -0.104 2.135 -4.946  -1.662
C 1.254 2.128 -4.223  2.036
C 2.230 1.234 -5.011  -1.848
C 1.810 3.560 -4.177  -1.599
C 1.057 1.641 -2.799  -0.486
C 1.833 0.768 -2.098  0.122
C 1.248 0.660 -0.795  0.054
C 1.791 -0.179 0.323  -0.622
C 2.577 0.672 1.325  1.080
N 1.654 1.544 2.067  -0.712
C 3.846 1.333 0.764  -0.617
O 4.673 0.431 1.500  -0.448
C 3.554 -0.132 2.190  -0.804
N 0.190 1.422 -0.719  0.062
O 0.039 2.060 -1.986  -0.499
H 0.012 2.467 -5.983  0.419
H -0.806 2.812 -4.448  0.351
H -0.540 1.131 -4.951  0.377
H 2.312 1.576 -6.048  0.420
H 3.230 1.260 -4.567  0.354
H 1.880 0.197 -5.020  0.418
H 2.775 3.583 -3.659  0.360
H 1.121 4.225 -3.647  0.383
H 1.954 3.951 -5.190  0.406
H 2.725 0.261 -2.444  0.504
H 0.968 -0.674 0.843  -0.291
H 2.441 -0.953 -0.095  0.500
H 0.965 0.973 2.577  0.423
H 1.166 2.165 1.421  0.313
H 3.964 2.379 1.065  0.343
H 3.974 1.257 -0.319  0.194
H 3.466 -1.218 2.091  0.244
H 3.521 0.133 3.252  0.356



Computed LUMO level (eV) in order:
0.799, 0.788, 0.612, 0.557